Density functional theory data (the ωB97M-V functional and the def2-TZVPD basis) for a molecular structure, C31H38N9O3PSZn.

Properties
Largest force on an atom: 0.3 eV Å⁻¹
Calculated total energy: -4441.483655 Eh
HOMO-LUMO gap: 6.577 eV
Energy relative to the best compared isomer or geometry (same formula, charge and spin): 2.1 kcal per mole
Net charge: 0

Last column: Löwdin charge in e.
CARTESIAN COORDINATES (ANGSTROEM)
Zn  1.02  1.20  -0.68  0.6323
C  0.86  3.37  -2.69  -0.0496
N  -0.08  2.65  -1.82  -0.2652
C  -1.15  2.04  -2.63  -0.0701
C  -0.61  3.56  -0.79  -0.2062
C  -1.63  4.45  -1.08  -0.0410
C  -2.06  5.37  -0.14  -0.0923
C  -1.42  5.42  1.09  -0.0820
C  -0.39  4.54  1.40  -0.0241
C  0.02  3.56  0.49  -0.2532
N  1.02  2.64  0.67  -0.0559
C  1.62  2.26  1.86  -0.2417
C  1.08  2.37  3.15  -0.0460
C  1.73  1.82  4.24  -0.0889
C  2.92  1.14  4.09  -0.0914
C  3.47  0.99  2.82  -0.0321
C  2.83  1.53  1.71  -0.1993
N  3.31  1.33  0.36  -0.2277
C  3.82  2.58  -0.23  -0.0698
C  4.32  0.29  0.21  -0.1021
H  0.35  4.17  -3.24  0.1004
H  1.31  2.68  -3.41  0.0848
H  1.65  3.81  -2.08  0.0874
H  -1.68  2.78  -3.23  0.0876
H  -1.86  1.55  -1.97  0.0827
H  -0.72  1.30  -3.30  0.0667
H  -2.10  4.43  -2.05  0.1070
H  -2.87  6.05  -0.37  0.1001
H  -1.71  6.16  1.82  0.1065
H  0.12  4.64  2.34  0.0993
H  0.12  2.85  3.28  0.0922
H  1.28  1.91  5.23  0.1059
H  3.43  0.71  4.94  0.1024
H  4.39  0.45  2.70  0.1036
H  4.77  2.87  0.25  0.0982
H  3.10  3.38  -0.10  0.0731
H  4.01  2.42  -1.30  0.0883
H  5.28  0.59  0.63  0.0944
H  4.45  0.09  -0.86  0.0898
H  4.01  -0.63  0.70  0.0807
C  -2.26  -0.66  3.13  -0.1818
N  -1.45  -1.74  2.59  -0.1323
C  -2.27  -2.57  1.70  -0.1626
N  -2.92  -1.79  0.64  -0.1295
C  -3.70  -0.72  1.24  -0.1820
N  -2.92  0.17  2.12  -0.1415
C  -1.96  0.95  1.36  -0.3005
P  -0.75  -0.13  0.46  1.0474
C  -0.27  -1.22  1.90  -0.2830
C  -1.95  -1.31  -0.33  -0.2857
H  -1.64  -0.02  3.76  0.1256
H  -3.04  -1.11  3.76  0.1298
H  -3.05  -3.04  2.31  0.1378
H  -1.67  -3.38  1.27  0.0942
H  -4.49  -1.17  1.83  0.1316
H  -4.15  -0.12  0.45  0.1263
H  -1.40  1.61  2.03  0.0744
H  -2.48  1.59  0.64  0.0908
H  0.35  -0.65  2.59  0.0873
H  0.31  -2.07  1.52  0.0908
H  -1.41  -2.16  -0.75  0.0766
H  -2.47  -0.80  -1.15  0.0863
O  -2.28  -7.47  0.22  -0.3337
S  -2.04  -6.05  0.21  0.3994
O  -1.01  -5.58  1.12  -0.3694
O  -3.21  -5.19  0.15  -0.3469
C  -1.31  -5.70  -1.43  -0.3256
N  -1.59  -6.48  -2.48  0.1389
C  -1.07  -6.11  -3.64  -0.1057
C  -0.27  -4.98  -3.80  0.0051
C  -0.04  -4.26  -2.64  -0.2407
N  -0.55  -4.61  -1.47  0.1525
C  0.72  -2.99  -2.53  -0.1284
C  1.38  -2.75  -1.32  0.0168
C  1.80  -1.48  -1.04  -0.1608
N  1.61  -0.44  -1.88  -0.0145
C  1.10  -0.70  -3.08  -0.1204
C  0.66  -1.96  -3.45  0.0213
H  -1.30  -6.74  -4.49  0.1121
H  0.15  -4.71  -4.75  0.1083
H  1.45  -3.54  -0.59  0.1340
H  2.22  -1.24  -0.08  0.0883
H  0.99  0.14  -3.76  0.1011
H  0.17  -2.10  -4.41  0.1236

***

Density functional theory data (the ωB97M-V functional and the def2-TZVPD basis) for a molecular structure, C31H38N9OZr in a non-equilibrium geometry.

Properties
Largest force on an atom: 1.7 eV Å⁻¹
Calculated total energy: -1818.417459 Eh
HOMO-LUMO gap: 7.420 eV
Net charge: +3

Last column: natural (NBO) charge in e.
CARTESIAN COORDINATES (ANGSTROEM)
Zr  0.28  -0.46  0.06  2.4493
O  2.28  3.10  0.17  -0.5346
C  1.80  2.05  -0.18  0.6390
N  1.80  0.88  0.49  -0.8438
C  1.93  1.06  1.94  -0.2863
C  0.52  1.23  2.51  0.2495
C  0.28  1.74  3.78  -0.2207
C  -1.03  1.79  4.25  -0.0860
C  -2.06  1.35  3.43  -0.2241
C  -1.74  0.90  2.16  0.0760
N  -0.48  0.84  1.70  -0.6091
C  0.91  2.05  -1.42  0.1301
C  0.99  3.11  -2.31  -0.1886
C  -0.09  3.40  -3.13  -0.1078
C  -1.23  2.62  -3.00  -0.2119
C  -1.22  1.55  -2.12  0.0457
N  -0.17  1.23  -1.35  -0.6104
H  2.41  0.18  2.39  0.2240
H  2.54  1.95  2.15  0.2868
H  1.09  2.08  4.40  0.2560
H  -1.24  2.17  5.24  0.2583
H  -3.09  1.35  3.77  0.2601
H  -2.52  0.56  1.47  0.2163
H  1.88  3.73  -2.29  0.2749
H  -0.07  4.24  -3.80  0.2601
H  -2.14  2.85  -3.54  0.2601
H  -2.11  0.94  -1.99  0.2292
C  -2.08  -1.83  -2.07  -0.2561
N  -1.39  -1.64  -0.78  -0.7360
C  -1.91  -2.31  0.22  0.1980
C  -1.32  -2.34  1.49  -0.0468
C  -1.78  -2.88  2.70  -0.1316
C  -0.78  -2.66  3.64  -0.2823
C  0.25  -2.00  2.98  0.0468
N  -0.04  -1.80  1.68  -0.7064
C  -3.59  -1.68  -2.04  0.0031
C  -4.16  -0.62  -1.35  -0.2733
C  -5.53  -0.40  -1.41  -0.1738
C  -6.33  -1.25  -2.16  -0.1815
C  -5.77  -2.32  -2.83  -0.1764
C  -4.40  -2.54  -2.77  -0.2245
H  -1.84  -2.83  -2.46  0.2067
H  -1.68  -1.08  -2.78  0.1863
H  -2.83  -2.88  0.08  0.2415
H  -2.72  -3.37  2.85  0.2529
H  -0.79  -2.95  4.67  0.2596
H  1.20  -1.69  3.40  0.2171
H  -3.53  0.04  -0.76  0.1865
H  -5.96  0.43  -0.89  0.2313
H  -7.39  -1.08  -2.21  0.2433
H  -6.39  -2.99  -3.40  0.2413
H  -3.96  -3.38  -3.30  0.2147
N  2.25  -2.38  -5.37  -0.4932
C  1.22  -3.11  -4.60  -0.2514
C  1.29  -2.69  -3.12  -0.2446
N  1.11  -1.25  -2.94  -0.6131
C  2.15  -0.55  -3.70  -0.2466
C  2.11  -0.90  -5.20  -0.2514
H  2.19  -2.62  -6.37  0.4594
H  3.19  -2.66  -5.06  0.4398
H  1.38  -4.19  -4.70  0.2567
H  0.24  -2.87  -5.02  0.2321
H  2.26  -2.95  -2.71  0.2084
H  0.53  -3.22  -2.55  0.2451
H  0.20  -0.98  -3.32  0.3712
H  3.12  -0.82  -3.28  0.2132
H  2.01  0.53  -3.60  0.2452
H  2.91  -0.39  -5.74  0.2587
H  1.15  -0.60  -5.64  0.2319
C  5.14  -2.10  1.16  -0.4050
N  4.11  -2.88  0.51  -0.4247
C  4.34  -4.31  0.40  -0.4042
C  3.01  -2.34  0.15  0.6865
N  2.04  -1.82  -0.25  -0.6358
H  5.25  -2.41  2.20  0.2317
H  4.90  -1.04  1.12  0.2275
H  6.10  -2.26  0.65  0.2367
H  4.51  -4.74  1.39  0.2376
H  5.24  -4.48  -0.21  0.2310
H  3.49  -4.80  -0.06  0.2248

***

Density functional theory data (the ωB97M-V functional and the def2-TZVPD basis) for 5 unconnected molecules or ions with the total composition C31H39B2N4O4 in a non-equilibrium geometry.

Properties
Largest force on an atom: 4.8 eV Å⁻¹
Calculated total energy: -1774.327758 Eh
HOMO-LUMO gap: 6.515 eV
Net charge: -1

Last column: Löwdin charge in e.
CARTESIAN COORDINATES (ANGSTROEM)
C  2.51  -3.71  1.85  -0.0992
B  1.72  -3.41  0.43  -0.7275
C  1.25  -1.81  0.37  -0.0811
C  -0.26  -1.70  -0.22  -0.3716
C  -0.50  -0.28  -0.98  -0.0746
O  -1.26  -1.95  0.83  -0.1487
C  -2.05  -3.07  0.38  -0.2008
C  -3.05  -3.64  1.50  -0.1132
C  -2.83  -3.56  3.02  0.0010
C  -3.92  -4.23  3.94  -0.0703
C  -5.19  -4.95  3.38  -0.1028
C  -5.41  -5.03  1.84  -0.0968
C  -4.34  -4.37  0.94  -0.0502
O  2.57  -3.75  -0.77  0.0662
B  1.81  -4.61  -1.63  -0.6761
O  1.33  -4.10  -2.91  0.0611
O  1.44  -5.98  -1.32  0.0769
H  1.84  -3.36  2.73  0.0398
H  2.66  -4.85  1.92  0.0504
H  3.52  -3.15  1.86  0.0558
H  0.77  -4.14  0.37  0.0898
H  1.36  -1.27  1.38  0.0973
H  1.92  -1.33  -0.44  0.1084
H  -0.30  -2.50  -1.06  0.1177
H  -1.62  -0.06  -1.07  0.0704
H  -0.12  -0.42  -2.06  0.0719
H  0.12  0.58  -0.53  0.0440
H  -1.43  -3.98  0.02  0.1293
H  -2.74  -2.67  -0.47  0.1328
H  -1.90  -3.06  3.44  0.0916
H  -3.84  -4.21  5.09  0.0625
H  -5.98  -5.46  4.04  0.0708
H  -6.29  -5.55  1.33  0.0735
H  -4.49  -4.45  -0.20  0.0897
H  0.96  -3.20  -2.76  0.0779
H  0.50  -6.06  -1.60  0.0913
N  0.56  2.72  -0.70  0.0643
C  -0.27  3.48  0.03  -0.1389
C  -0.36  4.86  -0.09  -0.0980
C  0.46  5.49  -1.02  -0.0965
C  1.33  4.73  -1.78  -0.0707
C  1.34  3.36  -1.59  -0.1529
H  -0.89  2.94  0.75  0.1130
H  -1.05  5.42  0.53  0.1046
H  0.41  6.57  -1.14  0.1066
H  1.98  5.19  -2.51  0.0724
H  2.00  2.72  -2.17  0.1122
N  -2.80  4.69  -3.58  0.0551
C  -3.28  4.24  -4.75  -0.1683
C  -2.77  3.14  -5.42  -0.0866
C  -1.69  2.46  -4.85  -0.0732
C  -1.18  2.91  -3.64  -0.0550
C  -1.76  4.01  -3.05  -0.1332
H  -4.11  4.80  -5.16  0.0950
H  -3.19  2.81  -6.36  0.0957
H  -1.27  1.60  -5.34  0.1061
H  -0.35  2.41  -3.17  0.0809
H  -1.40  4.40  -2.10  0.0656
N  4.14  4.69  -3.95  0.0578
C  4.41  6.00  -3.86  -0.1560
C  5.67  6.55  -4.05  -0.0783
C  6.72  5.69  -4.36  -0.0848
C  6.47  4.33  -4.47  -0.0738
C  5.17  3.88  -4.25  -0.1415
H  3.57  6.63  -3.61  0.0965
H  5.83  7.61  -3.97  0.0994
H  7.72  6.08  -4.53  0.1035
H  7.26  3.63  -4.71  0.1021
H  4.93  2.83  -4.33  0.1070
N  -1.45  -3.54  6.59  0.0603
C  -0.39  -2.79  6.24  -0.1419
C  -0.07  -1.58  6.84  -0.0702
C  -0.89  -1.11  7.86  -0.0891
C  -1.99  -1.87  8.24  -0.0862
C  -2.22  -3.06  7.58  -0.1640
H  0.22  -3.19  5.44  0.1058
H  0.80  -1.02  6.52  0.1037
H  -0.67  -0.17  8.35  0.1009
H  -2.65  -1.53  9.03  0.0957
H  -3.07  -3.69  7.84  0.0975

***

Density functional theory data (the ωB97M-V functional and the def2-TZVPD basis) for 3 unconnected molecules or ions with the total composition C31H39Cl2F16N7O3 in a non-equilibrium geometry.

Properties
Largest force on an atom: 2.5 eV Å⁻¹
Calculated total energy: -4331.925241 Eh
HOMO-LUMO gap: 8.781 eV
SMILES: [H]/N=C(/N)NCCCCc1c(NCC)c(N(C)C(C)=O)cc2nc([C@@H](Cl)[C@H](C)Cl)cnc12.FC(F)C(F)(F)COC(F)(F)C(F)F.FC(F)C(F)(F)COC(F)(F)C(F)F
Net charge: 0

Last column: Löwdin charge in e.
CARTESIAN COORDINATES (ANGSTROEM)
H  0.54  8.01  -0.51  0.0464
N  1.27  7.58  -1.08  0.1320
C  2.09  6.99  -0.32  -0.5510
N  3.20  6.33  -0.88  0.1076
N  2.01  6.91  1.12  -0.0014
C  0.79  6.22  1.61  -0.2031
C  1.09  4.80  2.12  -0.1744
C  0.21  3.70  1.49  -0.1787
C  0.38  3.74  -0.04  -0.1236
C  -0.11  2.50  -0.76  -0.0947
C  0.72  1.79  -1.53  -0.1599
N  2.11  2.10  -1.73  0.0282
C  2.99  1.84  -0.54  -0.2182
C  2.46  0.82  0.46  -0.0675
C  0.21  0.65  -2.22  -0.1637
N  1.00  -0.16  -3.12  -0.0340
C  1.51  0.57  -4.29  -0.0514
C  1.96  -0.95  -2.43  -0.4495
C  3.43  -0.77  -2.72  -0.0041
O  1.59  -1.80  -1.63  0.0554
C  -1.05  0.31  -2.08  0.0565
C  -1.93  1.01  -1.27  -0.1991
N  -3.21  0.55  -1.15  0.2037
C  -3.94  1.27  -0.36  -0.3641
C  -5.34  0.77  -0.13  -0.6341
Cl  -5.91  1.12  1.53  0.7120
C  -6.40  1.26  -1.14  -0.7345
C  -7.50  0.21  -1.27  -0.1396
Cl  -5.72  1.52  -2.78  0.6399
C  -3.50  2.44  0.27  -0.0884
N  -2.29  2.88  0.16  0.1816
C  -1.46  2.13  -0.62  -0.1637
H  2.85  5.60  -1.48  0.0686
H  3.76  5.96  -0.13  0.0748
H  1.96  7.86  1.47  0.1068
H  0.41  6.80  2.44  0.1126
H  0.01  6.22  0.84  0.0974
H  2.12  4.58  1.84  0.0971
H  1.03  4.77  3.21  0.1059
H  -0.82  3.88  1.80  0.1001
H  0.59  2.75  1.84  0.0965
H  -0.18  4.58  -0.47  0.1210
H  1.42  3.94  -0.27  0.0784
H  2.13  3.11  -1.86  0.1000
H  3.27  2.76  -0.01  0.0987
H  3.92  1.44  -0.93  0.0927
H  1.57  1.14  0.99  0.0522
H  3.24  0.71  1.23  0.0885
H  2.32  -0.17  0.04  0.0612
H  0.69  1.15  -4.70  0.0966
H  2.32  1.25  -4.07  0.0667
H  1.88  -0.16  -5.01  0.0902
H  3.66  -1.35  -3.62  0.0945
H  4.05  -1.17  -1.92  0.0901
H  3.73  0.25  -2.91  0.0612
H  -1.42  -0.56  -2.60  0.1419
H  -5.26  -0.31  -0.20  0.1006
H  -6.81  2.20  -0.81  0.0902
H  -7.06  -0.78  -1.34  0.0813
H  -8.11  0.40  -2.13  0.0666
H  -8.11  0.20  -0.36  0.0751
H  -4.18  2.98  0.91  0.1039
F  0.20  -8.16  -1.22  0.0984
C  -0.12  -7.23  -2.14  -0.3080
F  -0.10  -7.84  -3.35  0.0942
C  0.87  -6.06  -2.16  -0.4358
F  2.09  -6.47  -2.57  0.1311
F  0.40  -5.21  -3.12  0.1066
C  1.03  -5.21  -0.88  -0.0325
O  2.13  -5.48  -0.01  0.0429
C  2.10  -6.45  0.97  -0.5373
F  0.84  -6.90  1.16  0.1455
F  2.46  -5.84  2.12  0.1354
C  3.10  -7.58  0.71  -0.2877
F  2.91  -8.16  -0.48  0.1055
F  2.95  -8.53  1.67  0.0976
H  -1.13  -6.87  -1.95  0.1721
H  1.23  -4.20  -1.24  0.1220
H  0.10  -5.13  -0.33  0.1425
H  4.12  -7.19  0.75  0.1752
F  -0.43  -1.04  5.11  0.1010
C  0.69  -1.75  4.89  -0.3070
F  1.72  -1.05  5.42  0.0952
C  0.96  -1.97  3.39  -0.4311
F  1.23  -0.80  2.78  0.1255
F  2.11  -2.71  3.34  0.1065
C  -0.09  -2.75  2.57  -0.0268
O  -1.03  -2.03  1.77  0.0462
C  -2.22  -1.54  2.27  -0.5234
F  -2.49  -2.05  3.49  0.1533
F  -3.19  -1.99  1.45  0.1431
C  -2.27  -0.02  2.24  -0.2814
F  -1.25  0.53  2.93  0.1076
F  -3.43  0.42  2.81  0.0537
H  0.62  -2.70  5.41  0.1731
H  0.50  -3.30  1.83  0.1374
H  -0.58  -3.52  3.17  0.1474
H  -2.22  0.34  1.22  0.1362

***

Density functional theory data (the ωB97M-V functional and the def2-TZVPD basis) for a molecular structure, C31H39ClF7I2N4O7STl in a non-equilibrium geometry.

Properties
Largest force on an atom: 1.2 eV Å⁻¹
Calculated total energy: -4275.405564 Eh
HOMO-LUMO gap: 5.037 eV
Energy relative to the best compared isomer or geometry (same formula, charge and spin): 135.2 kcal per mole
Net charge: -2

Last column: Löwdin charge in e.
CARTESIAN COORDINATES (ANGSTROEM)
Tl  -2.13  0.85  -1.10  0.7477
C  -2.36  4.97  -0.52  -0.0684
C  -3.57  4.19  -0.02  -0.2781
N  -3.22  3.25  1.03  -0.1875
C  -2.76  3.87  2.27  -0.2477
C  -3.70  4.92  2.87  -0.0885
C  -4.16  2.16  1.23  -0.2029
C  -3.51  0.88  1.77  -0.2326
N  -2.37  0.47  0.99  -0.1195
C  -1.21  0.03  1.64  -0.3831
C  0.58  1.25  1.58  -0.3727
F  0.55  2.51  1.09  0.0970
C  1.92  0.84  2.08  -0.0846
F  2.78  1.83  2.41  0.0593
C  1.74  -0.24  3.07  -0.1051
C  -0.09  -1.49  3.19  -0.2666
F  -0.40  -2.37  4.21  0.0417
C  -1.21  -1.33  2.23  -0.0145
F  -2.36  -1.92  2.52  0.1479
H  -2.65  5.60  -1.36  0.0798
H  -1.94  5.62  0.25  0.0644
H  -1.58  4.29  -0.86  0.0634
H  -4.36  4.89  0.30  0.1093
H  -3.99  3.63  -0.85  0.0280
H  -2.62  3.08  3.00  0.0872
H  -1.78  4.31  2.11  0.1114
H  -4.73  4.55  2.92  0.0667
H  -3.38  5.19  3.88  0.0649
H  -3.72  5.84  2.27  0.0610
H  -4.99  2.42  1.91  0.1172
H  -4.62  1.94  0.26  0.0925
H  -3.19  1.05  2.81  0.1082
H  -4.29  0.12  1.82  0.1154
H  2.56  -0.25  3.79  0.1335
C  2.44  -2.76  4.61  -0.0468
C  2.23  -2.83  3.09  -0.5138
C  1.60  -4.18  2.76  -0.0315
C  3.62  -2.73  2.45  -0.0386
C  1.34  -1.67  2.53  -0.1868
C  0.29  -0.05  3.64  -0.0327
C  -0.44  0.93  2.71  0.0181
N  -0.04  0.25  0.72  0.0990
C  0.69  -0.86  0.22  -0.1304
C  1.27  -1.75  1.03  0.0657
C  0.67  -1.02  -1.25  -0.1836
C  1.65  -1.76  -1.91  0.0646
C  1.62  -1.88  -3.29  -0.1377
C  0.57  -1.26  -3.96  0.0141
C  -0.36  -0.54  -3.25  -0.1306
N  -0.30  -0.42  -1.93  0.0255
C  2.69  -2.63  -4.08  -0.5533
C  3.40  -1.63  -5.00  -0.0384
C  2.03  -3.73  -4.92  -0.0474
C  3.73  -3.28  -3.16  -0.0714
H  3.08  -3.59  4.91  0.0814
H  1.51  -2.83  5.17  0.0783
H  2.96  -1.85  4.92  0.0755
H  2.27  -4.98  3.10  0.0837
H  1.44  -4.32  1.69  0.0835
H  0.64  -4.30  3.26  0.0867
H  4.29  -3.46  2.91  0.0828
H  4.06  -1.74  2.59  0.0915
H  3.60  -2.93  1.38  0.0769
H  0.18  0.15  4.71  0.1527
H  -0.97  1.77  3.16  0.1311
H  1.70  -2.62  0.55  0.1030
H  2.46  -2.18  -1.34  0.1028
H  0.49  -1.29  -5.04  0.1206
H  -1.17  -0.01  -3.75  0.0890
H  2.70  -1.15  -5.68  0.0826
H  4.16  -2.15  -5.60  0.0797
H  3.89  -0.85  -4.42  0.0955
H  1.32  -3.31  -5.63  0.0779
H  1.48  -4.43  -4.28  0.0924
H  2.79  -4.28  -5.48  0.0789
H  4.26  -2.54  -2.57  0.0860
H  4.47  -3.81  -3.78  0.0794
H  3.27  -4.01  -2.49  0.0861
I  -3.88  1.74  -3.10  0.1947
I  -6.10  2.85  -5.11  -0.5475
O  -4.13  -1.74  -0.74  -0.3846
Cl  -3.12  -2.64  -1.26  0.6306
O  -3.66  -3.97  -1.39  -0.3555
O  -2.67  -2.16  -2.55  -0.3815
O  -1.99  -2.65  -0.35  -0.3689
F  1.41  4.62  -1.23  0.1094
C  1.88  4.07  -2.36  -0.6591
F  1.50  4.86  -3.38  0.1108
F  3.22  4.12  -2.30  0.1023
S  1.27  2.34  -2.56  0.4519
O  1.84  1.67  -1.42  -0.2910
O  1.81  1.95  -3.84  -0.3091
O  -0.18  2.52  -2.54  -0.3890